Record 1
Molecular formula: C37H71BBrCl5IN4O5S
Method: DFT, ωB97M-V with the def2-TZVPD basis set

Last column: Löwdin charge in e.
Geometry (Å):
C -1.66206 -1.45251 2.46699  0.010
C -2.21407 -0.38233 1.69189  -0.159
N -1.71477 0.21789 0.42251  -0.108
C -0.45796 0.86564 0.98945  -0.042
B -0.64152 1.77415 2.30527  -0.516
O -1.46510 2.90941 2.49274  0.133
O 0.14973 1.39574 3.44602  0.115
C -2.70369 1.18603 -0.23864  -0.324
O -3.56858 1.81248 0.71716  -0.148
C -2.07135 2.48225 -0.85418  -0.133
C -2.85026 3.37764 -1.86988  -0.218
C -1.75033 4.33759 -2.54746  -0.175
C -2.56995 5.52880 -3.20839  -0.208
N -2.51451 5.51281 -4.70381  0.008
C -1.40669 6.35415 -5.08056  -0.530
N -1.63633 7.33051 -5.89456  0.111
N -0.10172 6.11139 -4.51611  0.101
C -3.74961 0.18203 -1.06515  -0.371
Cl -5.09155 -0.06997 0.24289  0.831
C -4.68965 0.64179 -2.20721  -0.263
C -5.93889 1.57475 -2.13203  -0.718
C -7.30585 0.72554 -2.05760  -0.156
Br -6.13542 3.03821 -0.84806  0.751
C -2.89952 -1.17543 -1.40825  -0.294
C -3.47061 -2.49526 -0.68489  -0.251
C -5.02957 -2.78562 -0.90237  -0.299
C -5.68348 -3.15952 0.49910  -0.560
Cl -7.23970 -4.08519 0.16327  0.510
C -2.91131 -1.70623 -2.89603  -0.179
C -1.69136 -2.48764 -3.49084  -0.208
C -1.87595 -4.07656 -3.58191  -0.235
C -2.99157 -4.50930 -4.60554  -0.235
S -3.65335 -6.18018 -4.14729  0.430
O -4.85382 -6.52660 -4.95862  -0.361
O -2.58773 -7.18525 -4.44707  -0.372
Cl -4.06631 -6.27160 -2.10994  0.393
C -1.47987 -0.70588 -0.75856  -0.433
I -0.49154 -2.66401 -0.18163  1.219
C -0.21359 -0.31010 -1.61839  -0.631
Cl 1.50066 -0.71000 -1.01395  0.553
C -0.08735 0.32627 -2.82677  -0.629
C 1.26834 0.61081 -3.57895  -0.121
Cl -1.51453 0.94926 -3.66372  0.839
H -1.99279 -2.51928 2.44773  0.066
H -0.80029 -1.21585 3.16142  0.094
H -3.10566 0.03580 2.24029  0.148
H 0.13676 1.46262 0.25186  0.127
H 0.22112 0.00592 1.26646  0.101
H -0.89233 3.68651 2.39863  0.122
H 1.09179 1.47429 3.22459  0.101
H -3.60645 2.76981 0.58725  0.076
H -1.06940 2.25449 -1.33050  0.091
H -1.74410 3.18826 -0.03316  0.133
H -3.49162 4.09409 -1.29381  0.076
H -3.35517 2.89148 -2.72836  0.087
H -1.27072 3.79054 -3.40498  0.076
H -0.99701 4.67534 -1.79655  0.114
H -3.66083 5.42384 -2.94213  0.118
H -2.21658 6.51730 -2.81587  0.122
H -3.34021 5.97843 -5.09150  0.115
H -0.75597 7.82888 -6.07099  0.041
H 0.15595 5.14501 -4.72034  0.081
H 0.59176 6.74031 -4.91214  0.085
H -4.06678 0.96682 -3.09359  0.074
H -5.15094 -0.31460 -2.60582  0.108
H -6.03246 2.06789 -3.14483  0.100
H -7.26657 -0.02540 -2.88675  0.086
H -7.47081 0.28861 -1.04745  0.055
H -8.10647 1.47889 -2.30040  0.077
H -3.35114 -2.46449 0.42614  0.065
H -3.03245 -3.42090 -1.14639  0.050
H -5.58307 -1.97463 -1.43085  0.074
H -5.21084 -3.70981 -1.52510  0.059
H -5.99103 -2.26866 1.08801  0.027
H -4.98546 -3.83906 1.04552  0.082
H -3.77380 -2.41180 -3.10045  0.114
H -3.16448 -0.91375 -3.65846  0.068
H -1.60145 -2.20282 -4.58339  0.127
H -0.67368 -2.34033 -3.08015  0.061
H -1.93106 -4.57323 -2.58469  0.061
H -0.90345 -4.42831 -4.03394  0.128
H -2.58355 -4.63514 -5.64643  0.129
H -3.85368 -3.80298 -4.69435  0.105
H 1.70029 -0.32732 -4.01776  0.097
H 1.09441 1.31197 -4.43012  0.072
H 2.00698 1.11914 -2.90185  0.074
C 3.79528 -1.50210 1.90816  -0.111
C 5.08559 -0.94258 1.32270  -0.264
C 5.78176 -1.90444 0.36019  -0.224
C 6.24465 -3.22542 0.97941  -0.224
C 7.20010 -3.08848 2.16546  -0.266
C 8.51788 -2.41300 1.80606  -0.108
H 3.97771 -2.39445 2.50978  0.075
H 3.32182 -0.75860 2.55583  0.050
H 3.08646 -1.75943 1.11551  0.031
H 5.76204 -0.65585 2.13307  0.093
H 4.85046 -0.02075 0.78009  0.103
H 6.63779 -1.39263 -0.08941  0.104
H 5.10036 -2.13213 -0.46815  0.105
H 6.73051 -3.82087 0.19959  0.112
H 5.37207 -3.80481 1.29762  0.101
H 7.41688 -4.08973 2.54977  0.108
H 6.71930 -2.54400 2.98413  0.087
H 9.03464 -2.96234 1.01567  0.077
H 9.17493 -2.37997 2.67740  0.071
H 8.36660 -1.38523 1.46892  0.066
C 2.73882 1.53907 6.54899  -0.103
C 4.04258 2.03328 5.93388  -0.265
C 4.65072 1.05115 4.93068  -0.231
C 5.05323 -0.30912 5.50580  -0.226
C 6.05248 -0.25716 6.66155  -0.263
C 7.39619 0.34695 6.27239  -0.106
H 2.88497 0.62521 7.12797  0.070
H 2.32930 2.29385 7.22343  0.074
H 1.99216 1.34032 5.77490  0.058
H 4.75906 2.26297 6.72723  0.103
H 3.84679 2.97782 5.41616  0.103
H 5.52177 1.52102 4.46362  0.104
H 3.93039 0.88202 4.11972  0.083
H 5.47798 -0.91462 4.69696  0.090
H 4.15800 -0.84288 5.84022  0.104
H 6.22089 -1.27833 7.01682  0.108
H 5.63209 0.29526 7.50684  0.101
H 7.85324 -0.21375 5.45319  0.071
H 8.08186 0.32053 7.12150  0.073
H 7.29619 1.38938 5.96263  0.067

Results
frontier orbital gap: 6.2835 eV
relative energy (zero: lowest compared OMol25 entry of this formula, charge and spin): 0.00 kcal per mole
total charge: +1
LUMO energy: -4.837 eV
E_HOMO: -11.1 eV


Record 2
Molecular formula: C5H10O2
Method: DFT, ωB97M-V with the def2-TZVPD basis set

Last column: Löwdin charge in e.
Geometry (Å):
C 2.63927 -0.32348 0.36682  -0.111
O 1.48354 0.32029 -0.10527  -0.199
C 0.34233 -0.49411 0.00216  -0.225
C -0.86015 0.22728 -0.60899  -0.316
C -2.15762 -0.52235 -0.33531  -0.067
C -0.92527 1.66158 -0.11653  -0.217
O -1.90962 2.15740 0.38145  0.057
H 2.49394 -0.70720 1.38782  0.091
H 3.44632 0.41220 0.37330  0.091
H 2.92240 -1.16414 -0.28459  0.091
H 0.13842 -0.72663 1.06152  0.137
H 0.50358 -1.45438 -0.51628  0.133
H -0.67721 0.29706 -1.69219  0.153
H -3.00121 -0.02716 -0.82213  0.084
H -2.10069 -1.55339 -0.70010  0.082
H -2.36980 -0.54471 0.73875  0.088
H 0.00215 2.24880 -0.25726  0.128

Results
frontier orbital gap: 10.4527 eV
relative energy (zero: lowest compared OMol25 entry of this formula, charge and spin): 40.95 kcal per mole
total charge: 0
LUMO energy: 0.868 eV
structure (SMILES): COC[C@@H](C)C=O
E_HOMO: -9.6 eV


Record 3
Molecular formula: C26H25Br2CdN5O4
Method: DFT, ωB97M-V with the def2-TZVPD basis set

Last column: Löwdin charge in e.
Geometry (Å):
Cd 1.09812 0.33933 -0.09701  1.455
O -0.48702 -0.59763 4.06794  -0.007
C -1.41878 0.39049 4.08030  -0.275
C -2.39960 0.37786 5.06630  -0.028
C -3.39245 1.33467 5.07312  -0.092
C -3.42276 2.30977 4.08737  -0.095
C -2.43920 2.34282 3.11649  -0.033
C -1.41350 1.40143 3.09980  -0.093
C -0.33960 1.44175 2.08033  -0.458
O 0.55778 0.49796 2.09726  -0.180
N -0.36197 2.43007 1.22294  0.044
N 0.60063 2.29575 0.26681  -0.148
C 0.95547 3.26650 -0.50009  -0.085
C 2.01522 3.11867 -1.45529  -0.172
C 2.15277 4.07734 -2.47250  -0.074
C 3.15463 4.01437 -3.40800  -0.126
C 4.11856 3.00764 -3.31386  -0.103
C 4.04561 2.07405 -2.31605  -0.030
C 2.98450 2.05447 -1.36849  -0.403
O 2.98358 1.14054 -0.46348  -0.216
H 0.11748 -0.28616 3.30615  0.030
H -2.35895 -0.39593 5.81945  0.109
H -4.15354 1.30743 5.83879  0.101
H -4.21434 3.04170 4.07956  0.096
H -2.44237 3.09688 2.34717  0.106
H 0.45899 4.23746 -0.40555  0.127
H 1.42983 4.87995 -2.52487  0.102
H 3.20737 4.74389 -4.20272  0.089
H 4.92596 2.96902 -4.03459  0.098
H 4.79491 1.29844 -2.21454  0.108
C -2.65463 1.08997 -0.56936  -0.027
C -2.13425 0.18798 -1.64488  -0.316
C -2.97335 -0.20634 -2.70749  -0.013
C -2.49918 -1.04407 -3.67576  -0.028
C -1.17838 -1.52663 -3.59619  -0.199
C -0.60483 -2.42222 -4.51509  -0.627
Br -1.61858 -3.07665 -5.99804  0.732
C 0.67726 -2.88748 -4.35261  -0.184
C 1.40366 -2.48215 -3.24922  -0.606
Br 3.11792 -3.22220 -2.90998  0.743
C 0.93264 -1.60279 -2.26266  -0.463
O 1.62001 -1.36310 -1.22278  -0.250
C -0.40193 -1.08609 -2.48639  -0.157
N -0.89124 -0.23601 -1.56348  0.096
H -3.72192 1.26000 -0.68965  0.077
H -2.13890 2.04987 -0.59242  0.073
H -2.46982 0.65813 0.41346  0.068
H -3.98553 0.16487 -2.75733  0.109
H -3.12803 -1.35172 -4.49898  0.075
H 1.10545 -3.57866 -5.06187  0.094
N 1.74841 -4.12513 3.17770  0.183
C 0.58552 -3.74919 2.31924  -0.137
C 0.94499 -2.49303 1.48788  -0.281
N -0.20003 -1.90558 0.85677  -0.002
H 1.58268 -4.99279 3.70129  0.174
H 1.92476 -3.35149 3.83395  0.178
H 2.57915 -4.23516 2.58008  0.179
H -0.26562 -3.51473 2.96404  0.131
H 0.33183 -4.58912 1.66882  0.134
H 1.67522 -2.72712 0.70725  0.114
H 1.37792 -1.73706 2.15177  0.104
H -0.92382 -1.64938 1.51626  0.084
H -0.57473 -2.46546 0.10294  0.091

Results
frontier orbital gap: 4.9538 eV
relative energy (zero: lowest compared OMol25 entry of this formula, charge and spin): 56.95 kcal per mole
total charge: 0
LUMO energy: -1.515 eV
E_HOMO: -6.5 eV


Record 4
Molecular formula: C42H70O12S4
Method: DFT, ωB97M-V with the def2-TZVPD basis set

Last column: Löwdin charge in e.
Geometry (Å):
C -7.23495 -26.68215 -4.94280  -0.053
C -6.68029 -28.04577 -4.64167  -0.263
O -7.40017 -28.99233 -5.46035  -0.251
S -7.60010 -30.47350 -4.96160  0.528
C -5.97499 -31.11669 -5.18127  -0.102
O -7.95330 -30.46660 -3.58488  -0.278
O -8.45438 -31.06024 -5.93435  -0.258
H -6.66992 -25.93596 -4.37399  0.074
H -8.29147 -26.60724 -4.70000  0.062
H -7.07855 -26.41399 -5.98993  0.088
H -5.59703 -28.08319 -4.73569  0.108
H -6.88604 -28.30791 -3.60338  0.084
H -5.93228 -32.09320 -4.70780  0.079
H -5.25349 -30.45137 -4.70810  0.065
H -5.80515 -31.14577 -6.25244  0.078
C -16.79685 -24.85447 -1.26578  -0.056
C -16.62911 -24.82350 -2.77481  -0.266
O -16.79283 -23.50414 -3.30637  -0.244
S -15.54974 -22.67368 -3.85128  0.552
C -14.96545 -21.97538 -2.33429  -0.116
O -14.57715 -23.58436 -4.35549  -0.290
O -16.12022 -21.66542 -4.65354  -0.242
H -16.69474 -25.87882 -0.90652  0.078
H -17.80560 -24.53186 -1.00237  0.085
H -16.07982 -24.21329 -0.75649  0.065
H -15.65463 -25.19342 -3.08980  0.093
H -17.37378 -25.49494 -3.20319  0.121
H -14.23737 -21.20439 -2.58161  0.071
H -14.50436 -22.75449 -1.73985  0.063
H -15.83170 -21.50488 -1.88003  0.082
C -7.22883 -29.37145 0.00137  -0.044
C -6.33753 -28.26803 -0.50803  -0.260
O -4.96184 -28.66284 -0.27344  -0.233
S -3.88596 -28.20148 -1.31618  0.531
C -3.85642 -26.46886 -1.05472  -0.107
O -2.67598 -28.76937 -0.88100  -0.246
O -4.32236 -28.43323 -2.65695  -0.282
H -8.26209 -29.15957 -0.27451  0.065
H -7.19487 -29.46229 1.08616  0.086
H -6.97018 -30.31984 -0.46804  0.089
H -6.58245 -28.06043 -1.54599  0.088
H -6.46493 -27.35237 0.07127  0.111
H -3.30009 -26.07004 -1.90282  0.079
H -3.34474 -26.29642 -0.11694  0.080
H -4.87192 -26.08843 -1.13523  0.056
C -11.45781 -22.85857 -3.08445  -0.037
C -11.01053 -22.58930 -1.65535  -0.226
O -11.59036 -21.32304 -1.22529  -0.263
S -10.66516 -20.08489 -0.90879  0.535
C -10.53575 -19.37221 -2.50967  -0.114
O -11.40583 -19.20993 -0.08540  -0.251
O -9.37299 -20.53335 -0.50784  -0.277
H -12.54086 -22.94168 -3.03377  0.042
H -10.96589 -23.76466 -3.43136  0.078
H -11.16221 -22.01225 -3.70064  0.073
H -11.31045 -23.38212 -0.97050  0.123
H -9.92617 -22.51848 -1.57383  0.088
H -9.77972 -18.59659 -2.43540  0.077
H -11.51870 -19.01235 -2.79254  0.078
H -10.21072 -20.15149 -3.19339  0.058
C -10.48528 -28.22857 -3.91839  -0.083
C -11.22931 -27.16357 -4.42373  -0.081
C -12.09769 -26.46895 -3.58814  -0.099
C -12.13309 -26.75910 -2.23284  -0.088
C -11.39470 -27.81841 -1.71339  -0.087
C -10.57149 -28.54000 -2.56363  -0.091
H -9.90011 -28.84277 -4.58743  0.084
H -11.18234 -26.93721 -5.48217  0.104
H -12.73557 -25.71389 -4.03682  0.091
H -12.82004 -26.19925 -1.60325  0.101
H -11.37249 -28.02135 -0.65194  0.069
H -9.93095 -29.34921 -2.23032  0.085
C -12.46117 -31.65158 -2.05709  -0.094
C -11.26540 -31.89455 -2.71721  -0.096
C -10.28544 -32.69279 -2.13705  -0.083
C -10.53394 -33.28852 -0.91033  -0.091
C -11.72976 -33.05217 -0.25132  -0.117
C -12.72311 -32.28032 -0.84577  -0.102
H -13.24264 -31.05091 -2.50573  0.094
H -11.10910 -31.44759 -3.69318  0.104
H -9.33959 -32.78599 -2.65557  0.096
H -9.81846 -33.95822 -0.44713  0.102
H -11.97076 -33.55751 0.67749  0.096
H -13.67881 -32.09951 -0.36864  0.103
C -8.77937 -25.68896 -0.20025  -0.092
C -8.13994 -25.52268 -1.43069  -0.102
C -7.51622 -24.32167 -1.74392  -0.095
C -7.38433 -23.33722 -0.75835  -0.098
C -8.00207 -23.51212 0.46920  -0.094
C -8.63548 -24.71177 0.77140  -0.083
H -9.34999 -26.59208 -0.05172  0.081
H -8.24447 -26.28972 -2.19373  0.088
H -6.99890 -24.15728 -2.68336  0.095
H -7.01271 -22.35525 -1.02711  0.105
H -8.11017 -22.70026 1.17742  0.108
H -9.13434 -24.81318 1.72932  0.103
C -11.24145 -28.58435 2.14526  -0.105
C -11.31213 -28.15944 3.46446  -0.093
C -11.50252 -29.07681 4.48504  -0.100
C -11.67571 -30.40448 4.17978  -0.098
C -11.53614 -30.84105 2.86769  -0.081
C -11.32731 -29.92299 1.84144  -0.085
H -11.16369 -27.82085 1.38032  0.073
H -11.15319 -27.10920 3.67697  0.099
H -11.50705 -28.74612 5.51668  0.103
H -11.94556 -31.13241 4.93542  0.103
H -11.72603 -31.88082 2.63178  0.090
H -11.40247 -30.26893 0.81464  0.089
C -14.80246 -25.64205 -8.55602  -0.110
C -14.74898 -26.40149 -7.22820  -0.274
C -15.59223 -27.66900 -7.24510  -0.226
C -15.49258 -28.53296 -5.98772  -0.227
C -16.24394 -27.96525 -4.78164  -0.268
C -16.05333 -28.82748 -3.52273  -0.105
H -14.25812 -24.70136 -8.46444  0.067
H -15.84446 -25.39385 -8.76579  0.072
H -14.38828 -26.22410 -9.37767  0.069
H -13.72031 -26.60933 -6.92613  0.100
H -15.12271 -25.71965 -6.45212  0.094
H -15.21297 -28.30596 -8.05771  0.112
H -16.64238 -27.45622 -7.45455  0.115
H -15.99247 -29.49153 -6.20564  0.114
H -14.48832 -28.83822 -5.69193  0.107
H -15.90220 -26.94958 -4.56362  0.075
H -17.32082 -27.93577 -4.97695  0.111
H -15.00903 -29.14612 -3.44273  0.057
H -16.29027 -28.28333 -2.60591  0.056
H -16.65737 -29.73667 -3.56453  0.073

Results
frontier orbital gap: 9.5134 eV
relative energy (zero: lowest compared OMol25 entry of this formula, charge and spin): 0.00 kcal per mole
total charge: 0
LUMO energy: 0.299 eV
structure (SMILES): CCOS(C)(=O)=O.CCOS(C)(=O)=O.CCOS(C)(=O)=O.CCOS(C)(=O)=O.c1ccccc1.c1ccccc1.c1ccccc1.c1ccccc1.CCCCCC
E_HOMO: -9.2 eV